No. 1
17
Properties=species:S:1:pos:R:3:forces:R:3 method="wB97M-V/def2-TZVPD" smiles="C=CC.CC" total_energy_ha=-197.65547 lumo_ev=1.1354 total_charge=0 e_homo_ev=-9.65
C -0.462227 2.825551 0.850646 0.8 -0.8 0.0
C 0.855396 2.388047 0.109291 -1.2 1.3 0.4
H -0.318828 3.538328 1.659549 0.1 -0.1 0.1
H -1.159392 3.265467 0.143890 -0.1 0.0 0.0
H -0.888274 1.903170 1.246505 -0.4 0.3 0.2
H 0.549346 2.516446 -0.926174 0.8 -0.6 -0.3
H 1.166427 1.384934 0.376919 -0.1 -0.2 -0.2
H 1.678897 3.063055 0.336148 0.0 0.0 -0.2
C 0.895645 -1.885698 0.368705 -1.2 -0.8 -0.7
C -0.463645 -2.246338 -0.206919 -0.4 0.2 0.5
C -1.019139 -1.764854 -1.312149 0.7 0.3 0.2
H 0.758486 -1.275779 1.259719 0.1 0.2 -0.1
H 1.462823 -1.383453 -0.410098 0.4 0.1 0.3
H 1.334691 -2.828637 0.694394 0.5 0.2 -0.1
H -1.047848 -2.921777 0.414479 -0.1 0.1 0.0
H -2.043436 -1.941542 -1.602523 0.0 -0.3 0.0
H -0.414965 -1.118993 -1.942299 -0.2 0.1 -0.1

No. 2
17
Properties=species:S:1:pos:R:3:forces:R:3 method="wB97M-V/def2-TZVPD" smiles=CCC(C)C total_energy_ha=-197.70059 lumo_ev=1.2330 total_charge=0 e_homo_ev=-10.81
C -0.184208 -2.039732 -0.319467 -0.3 -0.2 -0.9
C -0.421176 -0.603075 -0.800127 0.4 -0.1 0.9
C -0.110762 0.417090 0.325477 -0.7 -0.1 -0.4
C -0.666013 1.794055 -0.066910 -0.2 -0.2 0.5
C 1.323550 0.515315 0.809182 0.2 -0.1 -0.6
H 0.860295 -2.308762 -0.174427 0.1 0.1 0.1
H -0.750866 -2.266316 0.583930 0.1 0.2 0.2
H -0.594071 -2.710289 -1.082921 0.2 -0.1 0.1
H 0.107656 -0.367425 -1.725460 0.2 -0.1 0.0
H -1.486453 -0.541449 -1.033947 0.0 0.2 0.0
H -0.671105 -0.016352 1.158813 -0.3 0.5 0.2
H -0.675760 2.512529 0.758073 0.2 -0.2 0.1
H -1.704469 1.676589 -0.374419 0.0 0.1 -0.2
H -0.082685 2.250281 -0.866416 0.0 -0.1 -0.2
H 1.671815 -0.432331 1.220803 0.1 0.0 0.0
H 1.385760 1.276620 1.577475 0.0 0.1 0.3
H 1.998493 0.843251 0.010345 0.0 -0.2 0.0

No. 3
17
Properties=species:S:1:pos:R:3:forces:R:3 method="wB97M-V/def2-TZVPD" total_energy_ha=-197.29986 lumo_ev="-5.3342 / -9.0323" total_charge=+1 e_homo_ev="-15.85 / -16.16" spin_multiplicity=2
C -1.424373 1.000304 -1.139141 -0.6 -0.3 0.2
C -2.104904 -0.206303 -0.977182 0.6 0.6 -0.5
H -0.663699 1.124018 -1.891491 0.0 0.0 -0.3
H -1.679253 1.857463 -0.533144 0.1 0.0 0.2
H -1.981759 -0.974628 -1.727252 0.0 -0.2 0.0
H -2.802674 -0.364805 -0.171885 -0.1 0.0 0.2
C 0.372183 0.699654 1.279790 0.1 -0.3 -0.3
C 0.493151 -0.582172 0.464540 0.6 0.0 0.9
C 1.911586 -0.856829 0.008794 -0.3 0.0 -0.7
H 0.488262 1.547967 0.611665 0.0 0.3 0.1
H -0.563597 0.763167 1.826308 -0.1 0.1 0.0
H 1.186037 0.743143 1.998891 0.0 0.0 0.1
H 0.097508 -1.442778 0.994574 -0.2 -0.1 0.1
H -0.162621 -0.507081 -0.455574 -0.3 0.0 -0.3
H 2.002666 -1.750695 -0.596908 -0.1 -0.3 0.0
H 2.516279 -1.006220 0.899941 0.2 0.1 0.1
H 2.315208 -0.044205 -0.591926 0.1 0.2 0.2

No. 4
26
Properties=species:S:1:pos:R:3:forces:R:3 method="wB97M-V/def2-TZVPD" total_energy_ha=-742.35926 lumo_ev=-3.9258 total_charge=+1 e_homo_ev=-12.73
N -2.843298 0.679596 -1.091656 -0.1 0.2 0.1
C -2.294765 -0.390533 -1.457067 0.0 -0.1 -0.1
C -1.338395 -0.520835 -2.642279 0.2 -0.2 0.3
C -0.267770 0.489573 -2.479536 -0.1 0.3 -0.5
N -0.190432 1.634945 -3.101886 0.3 0.0 0.1
N 0.911877 2.240146 -2.580992 -0.1 -0.3 0.2
C 1.494846 1.505148 -1.655242 0.0 0.1 -0.1
N 0.759832 0.401078 -1.574474 0.0 0.0 0.3
O 1.008124 -0.656578 -0.772856 -0.1 -0.1 -0.2
B 0.285698 -0.688791 0.462271 -0.3 0.0 0.7
O -0.295281 0.391858 1.049498 -0.1 0.0 -0.6
O 0.298091 -1.895732 1.051578 0.2 0.0 -0.2
H -2.631312 1.454752 -1.725263 0.0 0.1 0.0
H -2.474530 -1.287491 -0.870885 0.0 -0.1 0.0
H -0.897660 -1.515879 -2.659662 0.0 -0.1 0.0
H -1.841668 -0.356160 -3.590476 -0.1 0.1 -0.1
H 1.201662 3.153170 -2.899518 -0.1 0.1 -0.1
H 2.375269 1.726659 -1.077581 0.1 0.0 0.0
H -0.934905 0.897323 0.534125 0.0 0.2 0.1
H -0.327931 -1.920355 1.785810 0.1 -0.1 0.2
C 1.176555 -0.840480 4.541459 0.0 0.0 -0.1
O 2.239903 -0.891664 3.593019 -0.1 0.1 0.1
H 1.607063 -0.550626 5.495101 0.0 0.0 0.0
H 0.422336 -0.099583 4.258706 0.0 0.0 0.0
H 0.699644 -1.818170 4.658022 0.0 0.0 0.1
H 1.857046 -1.141371 2.749783 0.1 -0.2 -0.1